(1)
An isolated molecule of C17H18FN3O2S at a distorted geometry. Source: the Open Molecules 2025 dataset; level of theory: ωB97M-V with the def2-TZVPD basis set.

Last column: natural (NBO) charge in e.
Element x y z (Å)
C  1.8963  2.7662  3.8330  -0.4068
N  2.1615  1.3669  3.5688  -0.4348
C  1.9858  0.5693  4.7647  -0.4142
C  1.3810  0.8686  2.4533  -0.2226
C  2.0452  -0.3611  1.8143  -0.2164
N  1.3518  -0.7495  0.6155  -0.3389
C  0.3034  -1.6118  0.5301  0.0614
C  -0.1425  -1.6979  -0.7604  -0.4398
S  -1.4990  -2.6799  -1.3292  2.2085
O  -1.0821  -3.5085  -2.4266  -0.9311
O  -2.0999  -3.3057  -0.1817  -0.9367
C  -2.6254  -1.4262  -1.9666  -0.2935
C  -3.2042  -0.5372  -1.0817  -0.1969
C  -4.0429  0.4544  -1.5641  -0.1881
C  -4.2915  0.5542  -2.9236  -0.2639
C  -3.6967  -0.3527  -3.7846  0.4046
F  -3.9389  -0.2529  -5.1041  -0.3167
C  -2.8575  -1.3528  -3.3246  -0.2727
C  0.6638  -0.8256  -1.5390  -0.1144
C  0.7476  -0.4506  -2.8766  -0.1345
C  1.7247  0.4685  -3.2070  -0.2785
C  2.5749  0.9772  -2.2205  0.0428
N  2.5248  0.6402  -0.9456  -0.4378
C  1.5888  -0.2415  -0.6297  0.3384
H  0.8540  2.9558  4.1328  0.1622
H  2.5524  3.1030  4.6337  0.2014
H  2.1160  3.3482  2.9397  0.2031
H  2.2900  -0.4569  4.5726  0.1954
H  2.6216  0.9693  5.5522  0.2054
H  0.9439  0.5678  5.1230  0.1631
H  1.3377  1.6480  1.6889  0.2109
H  0.3450  0.6170  2.7465  0.1628
H  2.0486  -1.2074  2.5030  0.2045
H  3.0713  -0.1009  1.5486  0.2402
H  -0.0670  -2.1403  1.3868  0.2373
H  -3.0024  -0.6433  -0.0276  0.2347
H  -4.5061  1.1524  -0.8840  0.2236
H  -4.9402  1.3185  -3.3216  0.2342
H  -2.4016  -2.0681  -3.9904  0.2614
H  0.0840  -0.8702  -3.6171  0.2261
H  1.8426  0.7991  -4.2268  0.2224
H  3.3411  1.6965  -2.4746  0.1942

Properties
Energy relative to the best compared isomer or geometry (same formula, charge and spin) (kJ/mol): 211.7
E_HOMO (hartree): -0.325
Gap between HOMO and LUMO (eV): 9.1354

=====

(2)
A structure of composition C17H18FeN2O5 at a distorted geometry. Source: the Open Molecules 2025 dataset; level of theory: ωB97M-V with the def2-TZVPD basis set.

Last column: natural (NBO) charge in e.
Element x y z (Å)
Fe  -0.2518  -0.3910  -0.4816  1.6385
C  2.1652  -0.1146  2.7597  -0.6508
C  1.8007  -0.9307  1.5680  -0.0021
C  2.5299  -0.8351  0.3775  -0.2027
C  2.2621  -1.6855  -0.6898  -0.2322
C  1.2667  -2.6586  -0.5789  -0.2690
C  0.5126  -2.7464  0.5931  -0.2863
C  0.7732  -1.8777  1.6521  -0.2006
H  3.0345  -0.5679  3.2398  0.2486
H  1.3527  -0.0927  3.4813  0.2283
H  2.4267  0.9022  2.4794  0.2442
H  3.3425  -0.1288  0.3084  0.2471
H  2.8790  -1.6450  -1.5765  0.2385
H  1.1205  -3.3758  -1.3732  0.2443
H  -0.2063  -3.5436  0.7178  0.2486
H  0.2388  -1.9901  2.5858  0.2333
O  -3.6977  3.5083  4.6049  -0.4195
C  -2.7932  2.7648  4.8388  0.7759
O  -2.0710  2.3072  5.6764  -0.4396
C  -2.3538  2.0260  3.3931  0.1205
C  -2.9699  0.8349  3.0787  -0.2635
C  -2.5390  0.1998  1.9194  0.0571
N  -1.5678  0.6965  1.1640  -0.5690
C  -1.0146  1.8611  1.4814  0.1229
C  -1.3851  2.5959  2.6048  -0.2416
C  0.1249  2.3863  0.5529  0.7569
O  0.5538  3.4965  0.7282  -0.5806
O  0.4887  1.5142  -0.3009  -0.8764
H  -3.7475  0.4158  3.6982  0.2582
H  -2.9864  -0.7257  1.5832  0.2118
H  -0.9032  3.5424  2.8060  0.2840
C  0.1681  -0.8604  -5.7179  -0.4087
N  0.0045  -0.5513  -4.3174  -0.3608
C  0.9171  0.4191  -3.7466  -0.4315
C  -0.9169  -1.1362  -3.5818  0.5663
O  -1.0674  -0.9762  -2.3605  -0.7986
H  -0.0272  0.0188  -6.3363  0.2224
H  -0.5217  -1.6515  -6.0063  0.2228
H  1.1900  -1.1940  -5.9096  0.2190
H  1.1474  1.1820  -4.4878  0.2349
H  1.8490  -0.0558  -3.4354  0.2106
H  0.4555  0.8890  -2.8746  0.2336
H  -1.5836  -1.8261  -4.1179  0.1655

Properties
<S²>: 8.768
Multiplicity: 6
E_HOMO (spin up / spin down) (hartree): -0.458 / -0.463
Gap between HOMO and LUMO (spin up / spin down) (eV): 9.7351 / 6.9982
Charge: +1

=====

(3)
A structure of composition C17H18N2O2RuS5Te. Source: the Open Molecules 2025 dataset; level of theory: ωB97M-V with the def2-TZVPD basis set.

Last column: natural (NBO) charge in e.
Element x y z (Å)
Ru  -0.2746  -0.1039  0.0632  0.2697
S  -1.1323  4.1167  5.8692  0.0523
C  -0.9434  3.1668  4.5715  -0.5748
S  0.5978  2.5454  4.0444  0.4757
C  0.0025  1.6761  2.6523  -0.4847
C  -1.3368  1.7615  2.4008  -0.3954
S  -2.0517  0.9712  1.0678  0.0170
S  -2.2684  2.7062  3.5250  0.4829
S  1.0078  0.7255  1.6547  0.1997
O  4.9188  -2.0845  -4.0854  -0.7172
C  4.9178  -2.5152  -2.7441  -0.0951
C  3.6922  -1.9778  -2.0620  0.0348
C  3.4351  -2.2784  -0.7292  -0.2278
C  2.3014  -1.7758  -0.1299  0.0582
N  1.4261  -0.9976  -0.7791  -0.4335
C  1.6821  -0.6766  -2.0616  0.1587
C  2.7954  -1.1607  -2.7305  -0.1711
C  0.7105  0.2536  -2.6723  0.1856
C  0.7969  0.7003  -3.9757  -0.2138
C  -0.1356  1.6106  -4.4602  0.0536
C  -0.0172  2.1187  -5.8774  -0.0999
O  0.4759  1.1322  -6.7581  -0.6984
C  -1.1363  2.0416  -3.6025  -0.2337
C  -1.1762  1.5593  -2.3098  0.0844
N  -0.2803  0.6746  -1.8475  -0.4505
H  5.7190  -2.3920  -4.5208  0.4923
H  5.8002  -2.1557  -2.2029  0.1968
H  4.9065  -3.6087  -2.6713  0.1932
H  4.1104  -2.8980  -0.1536  0.2397
H  2.0667  -1.9868  0.9045  0.2254
H  2.9875  -0.9033  -3.7602  0.2486
H  1.5781  0.3490  -4.6338  0.2513
H  0.7138  2.9298  -5.8925  0.2152
H  -0.9711  2.5359  -6.2090  0.1898
H  -0.2392  0.5385  -7.0087  0.4774
H  -1.8867  2.7503  -3.9262  0.2427
H  -1.9337  1.8746  -1.6087  0.2380
C  -0.3389  -3.9007  -0.1918  -0.8769
Te  -1.7287  -2.2985  -0.0949  0.7866
C  -2.3031  -2.6657  1.9143  -0.8519
H  0.3143  -3.8602  0.6758  0.2335
H  0.2414  -3.8004  -1.1057  0.2386
H  -0.8915  -4.8359  -0.2090  0.2469
H  -2.8065  -3.6274  1.9616  0.2399
H  -2.9724  -1.8623  2.2070  0.2567
H  -1.4150  -2.6548  2.5401  0.2394

Properties
Energy relative to the best compared isomer or geometry (same formula, charge and spin) (kJ/mol): 48.6
<S²>: 0.813
Multiplicity: 2
E_HOMO (spin up / spin down) (hartree): -0.363 / -0.362
Gap between HOMO and LUMO (spin up / spin down) (eV): 5.7923 / 5.3636
Charge: +1

=====

(4)
An isolated molecule of C17H18N2O2S2 at a distorted geometry. Source: the Open Molecules 2025 dataset; level of theory: ωB97M-V with the def2-TZVPD basis set.

Last column: natural (NBO) charge in e.
Element x y z (Å)
C  -2.4516  -3.4492  -1.7450  -0.8697
S  -1.3408  -2.3736  -1.2790  0.4565
C  -2.4904  -1.2671  -0.1453  0.0138
C  -3.8941  -1.5586  0.0816  -0.3327
C  -4.6381  -0.5883  0.5405  -0.1444
C  -4.1420  0.5154  1.2356  -0.2470
C  -2.7038  0.7115  1.2251  -0.1125
C  -1.9550  0.1439  0.4916  -0.3011
C  -0.5689  0.2820  0.2242  0.6354
O  0.2404  -0.7824  -0.4250  -0.6489
C  0.1715  1.5212  0.9773  -0.3379
C  -0.2820  2.6208  0.1886  -0.4166
C  0.5424  2.7309  -1.3038  -0.3276
C  2.0223  2.2628  -1.0624  -0.2366
N  2.3409  1.1216  -0.1991  -0.3660
C  3.0777  0.2698  -0.6724  0.6220
O  3.7651  0.5495  -1.9012  -0.7361
C  3.3764  -0.8296  0.1840  -0.3362
C  4.6187  -1.3846  0.1622  0.0221
N  4.6240  -2.4437  1.0941  -0.4151
C  3.5697  -2.8485  1.3218  -0.0458
S  2.1885  -1.9105  0.9408  0.3835
C  1.6097  1.2749  1.1693  -0.1401
H  -1.7078  -4.0930  -2.4376  0.2523
H  -3.0913  -2.8942  -2.4912  0.2243
H  -2.9042  -4.0763  -1.0720  0.2209
H  -4.1644  -2.3553  -0.4222  0.2160
H  -5.7878  -0.6983  0.8282  0.2230
H  -4.7476  1.1705  1.9380  0.2304
H  -2.3409  1.6268  2.0288  0.2041
H  -0.2522  1.5501  1.8243  0.2182
H  0.1566  3.5215  0.6715  0.2030
H  -1.2711  2.8288  -0.1200  0.2421
H  0.1206  1.6684  -1.9456  0.1762
H  0.3208  3.4970  -1.8472  0.1937
H  2.3703  3.2148  -0.5731  0.1724
H  2.5017  2.2611  -2.0064  0.2724
H  5.6496  -0.8876  -0.1072  0.2495
H  3.4001  -3.7023  1.5631  0.1605
H  2.0990  2.3832  1.6330  0.2052
H  1.9681  0.4167  1.4324  0.2166

Properties
Energy relative to the best compared isomer or geometry (same formula, charge and spin) (kJ/mol): 1285.8
E_HOMO (hartree): -0.308
Gap between HOMO and LUMO (eV): 7.2556

=====

(5)
An isolated molecule of C17H18N2O4. Source: the Open Molecules 2025 dataset; level of theory: ωB97M-V with the def2-TZVPD basis set.

Last column: natural (NBO) charge in e.
Element x y z (Å)
C  2.9454  0.8769  -0.0104  -0.6228
C  2.0663  0.6863  -1.2355  -0.0600
O  1.1389  1.7582  -1.2868  -0.5459
C  0.0800  1.5949  -2.1566  0.3239
C  -0.0035  2.4466  -3.2495  -0.2570
C  -1.0354  2.3370  -4.1636  -0.2242
C  -1.9907  1.3477  -4.0011  -0.2110
C  -1.9331  0.5074  -2.9075  -0.2204
C  -0.9254  0.6333  -1.9519  0.0827
N  -0.9059  -0.2582  -0.8848  -0.6183
C  -0.6328  0.0493  0.4197  0.1760
C  -0.6115  1.3807  0.8657  -0.2415
C  -0.2614  1.7056  2.1515  -0.1375
C  0.0792  0.7012  3.0608  -0.2197
C  0.4732  1.0675  4.4252  0.7780
O  0.5373  2.1958  4.8517  -0.5975
O  0.7751  0.0057  5.2051  -0.6977
C  0.0231  -0.6265  2.6470  -0.1871
C  -0.3435  -0.9682  1.3564  0.1492
N  -0.3259  -2.3545  1.0599  -0.6154
C  -1.1047  -3.1182  0.2570  0.6942
C  -0.8045  -4.5952  0.3809  -0.7101
O  -1.9567  -2.6875  -0.5007  -0.6332
H  3.6972  0.0936  0.0315  0.2097
H  3.4382  1.8437  -0.0595  0.2140
H  2.3394  0.8451  0.8913  0.2160
H  2.6781  0.6959  -2.1510  0.1688
H  1.5472  -0.2791  -1.1866  0.1763
H  0.7683  3.1914  -3.3703  0.2233
H  -1.0810  3.0077  -5.0077  0.2145
H  -2.7869  1.2362  -4.7215  0.2148
H  -2.6812  -0.2592  -2.7657  0.2180
H  -1.4235  -1.1300  -1.0259  0.4402
H  -0.8794  2.1581  0.1688  0.2323
H  -0.2421  2.7325  2.4800  0.2390
H  1.0221  0.3244  6.0865  0.5006
H  0.2756  -1.4036  3.3536  0.2225
H  0.2516  -2.8702  1.7113  0.3985
H  -1.0552  -4.9449  1.3806  0.2310
H  -1.4022  -5.1408  -0.3434  0.2462
H  0.2502  -4.7870  0.1955  0.2298

Properties
Energy relative to the best compared isomer or geometry (same formula, charge and spin) (kJ/mol): 42.2
E_HOMO (hartree): -0.283
Gap between HOMO and LUMO (eV): 8.1419

=====

| no. | calculated total energy (Eh) |
| --- | --- |
| 1 | -1471.3897 |
| 2 | -2407.7941 |
| 3 | -3272.2655 |
| 4 | -1714.4156 |
| 5 | -1069.1336 |